Here is a structure of composition C2H2GaO3 from the Open Molecules 2025 dataset. Energies are from ωB97M-V/def2-TZVPD.

CARTESIAN COORDINATES (ANGSTROEM)
C (-0.898, -0.277, 0.790)
O (-0.525, -1.610, 0.595)
Ga (2.191, -0.092, -0.394)
O (0.509, 1.228, -0.598)
O (0.322, -1.191, -0.486)
H (0.080, 1.786, -1.270)
H (-1.505, 0.047, 1.629)
C (-0.173, 0.111, -0.266)

Summary:
- Total charge: +3
- HOMO energy (spin up / spin down): -28.6 / -28.6 eV
- Frontier orbital gap (spin up / spin down): 0.258 / 0.301 Ha
- Spin multiplicity: 1
- LUMO (spin up / spin down): -21.6 / -20.4 eV
- Strongest force on any atom: 5.49 eV/A